Record 1
{
  "formula": "C43H41AsIrN10PS",
  "method": "ωB97M-V/def2-TZVPD",
  "species": ["Ir", "C", "N", "C", "C", "N", "C", "P", "C", "N", "C", "C", "N", "C", "C", "N", "C", "C", "N", "C", "H", "H", "H", "H", "H", "H", "H", "H", "H", "H", "H", "H", "H", "H", "H", "S", "C", "N", "N", "C", "C", "C", "C", "C", "C", "N", "N", "C", "C", "C", "C", "C", "C", "H", "H", "H", "H", "H", "H", "H", "H", "H", "H", "H", "C", "C", "C", "C", "C", "C", "As", "C", "C", "C", "C", "C", "C", "C", "C", "C", "C", "C", "C", "H", "H", "H", "H", "H", "H", "H", "H", "H", "H", "H", "H", "H", "H", "H"],
  "coordinates": [[1.40325, 0.12409, -0.81605], [0.21801, -2.45250, -5.78762], [-0.07036, -1.91620, -4.48283], [-1.23077, -2.07585, -3.80206], [-1.09038, -1.40725, -2.61734], [0.13893, -0.84250, -2.57186], [0.74562, -1.16045, -3.71604], [2.44395, -0.66905, -4.21011], [2.36386, 1.05230, -3.59262], [2.18318, 1.45209, -2.33155], [2.30772, 2.80258, -2.33090], [2.55526, 3.22515, -3.60829], [2.58633, 2.11833, -4.38690], [2.80577, 2.07180, -5.80790], [3.21118, -1.40310, -2.71622], [2.74988, -1.32670, -1.46335], [3.48866, -2.19784, -0.73185], [4.40432, -2.80313, -1.54594], [4.22639, -2.28740, -2.78433], [5.02914, -2.58976, -3.93952], [-0.58751, -3.12064, -6.08720], [0.29691, -1.65285, -6.52565], [1.15152, -3.01515, -5.77427], [-2.06159, -2.63014, -4.18787], [-1.80121, -1.29745, -1.82074], [2.22991, 3.38704, -1.43775], [2.70554, 4.21362, -3.99055], [2.75617, 3.07585, -6.22309], [3.78741, 1.65272, -6.03213], [2.04629, 1.44992, -6.28220], [3.33864, -2.34309, 0.31758], [5.13454, -3.55642, -1.32835], [5.96936, -3.02893, -3.61126], [4.51975, -3.30034, -4.59168], [5.24853, -1.67939, -4.49829], [1.39271, -0.68558, 1.37975], [0.99349, 0.94144, 2.11079], [1.27478, 1.25476, 3.33682], [1.90052, 0.42104, 4.14683], [2.41257, 0.81246, 5.34297], [3.24848, -0.07610, 6.05269], [3.84736, 0.34347, 7.21594], [3.60409, 1.62763, 7.71014], [2.74814, 2.49555, 7.02954], [2.15189, 2.10154, 5.85586], [0.48131, 1.81254, 1.29290], [0.26112, 1.59979, 0.00448], [-0.38048, 2.62387, -0.63701], [-0.67102, 3.82538, 0.04713], [-1.29628, 4.86025, -0.60522], [-1.65676, 4.73453, -1.94419], [-1.37384, 3.55769, -2.63112], [-0.74904, 2.50953, -1.99269], [2.12670, -0.52118, 3.80508], [3.43320, -1.06702, 5.66230], [4.51537, -0.31669, 7.74511], [4.08374, 1.95046, 8.61948], [2.56175, 3.48273, 7.42115], [1.49846, 2.75321, 5.29847], [-0.38454, 3.90327, 1.08482], [-1.49343, 5.78232, -0.08105], [-2.16211, 5.54375, -2.44553], [-1.65173, 3.46987, -3.67108], [-0.53910, 1.58767, -2.51612], [-2.37088, 0.47000, 5.38367], [-1.63518, -0.65096, 5.02215], [-1.44502, -0.95398, 3.68712], [-2.02824, -0.15800, 2.70433], [-2.73038, 0.99087, 3.06863], [-2.91754, 1.28989, 4.40572], [-1.87814, -0.62044, 0.83079], [-3.57530, 0.02885, 0.10508], [-3.63620, 0.67960, -1.12004], [-4.85925, 1.03981, -1.66312], [-6.02645, 0.75389, -0.97364], [-5.96654, 0.12066, 0.25899], [-4.74698, -0.22990, 0.81160], [-2.03194, -2.57557, 0.75787], [-0.97873, -3.37848, 1.18254], [-1.12888, -4.75324, 1.24638], [-2.31956, -5.33430, 0.83593], [-3.35482, -4.53975, 0.36928], [-3.21189, -3.16359, 0.30948], [-2.51660, 0.70582, 6.42648], [-1.22440, -1.29711, 5.78197], [-0.87606, -1.82890, 3.39879], [-3.15198, 1.63231, 2.30200], [-3.49008, 2.16117, 4.68583], [-2.72027, 0.92154, -1.64491], [-4.89603, 1.53657, -2.62132], [-6.98252, 1.03234, -1.38920], [-6.87318, -0.11222, 0.79688], [-4.70652, -0.72183, 1.77703], [-0.03088, -2.92665, 1.46070], [-0.32203, -5.36759, 1.61657], [-2.43076, -6.40646, 0.86082], [-4.28671, -4.98697, 0.05779], [-4.03159, -2.55494, -0.05370]],
  "charge": 3,
  "e_tot_ha": -5289.4218,
  "lumo_energy_ha": [-0.2634, -0.3765],
  "spin_multiplicity": 6,
  "orbital_gap_ev": [6.6, 4.8],
  "s_squared": 8.82
}

***

Record 2
{
  "formula": "C43H41F9N9O3S",
  "method": "ωB97M-V/def2-TZVPD",
  "species": ["N", "C", "C", "C", "C", "C", "C", "C", "N", "C", "O", "C", "N", "S", "O", "O", "C", "F", "F", "C", "F", "F", "C", "F", "F", "C", "F", "F", "F", "H", "H", "H", "H", "H", "H", "H", "H", "H", "H", "H", "N", "C", "C", "C", "C", "C", "H", "H", "H", "H", "H", "N", "C", "C", "C", "C", "C", "H", "H", "H", "H", "H", "N", "C", "C", "C", "C", "C", "H", "H", "H", "H", "H", "N", "C", "C", "C", "C", "C", "H", "H", "H", "H", "H", "N", "C", "C", "C", "C", "C", "H", "H", "H", "H", "H", "N", "C", "C", "C", "C", "C", "H", "H", "H", "H", "H"],
  "coordinates": [[3.65260, -2.64139, -2.74259], [2.48134, -2.30801, -3.62279], [1.69465, -0.96000, -3.19685], [0.99847, -0.18304, -4.47312], [1.48334, 1.33893, -4.41305], [2.71224, 1.69467, -5.37600], [3.27731, 3.18519, -5.38593], [2.55934, 4.18088, -4.38060], [3.06831, 5.59183, -4.35419], [3.70815, 5.75044, -3.21152], [4.29687, 6.20736, -2.19997], [1.37416, 3.67767, -3.50263], [0.82301, 2.28878, -3.52822], [-0.49608, 2.01746, -2.45119], [-0.01422, 2.55389, -1.09852], [-0.91879, 0.60699, -2.19672], [-2.02775, 3.07553, -2.84452], [-2.41592, 3.72709, -1.60219], [-1.70003, 4.19076, -3.72384], [-3.31591, 2.23640, -3.29970], [-3.79535, 1.32812, -2.27068], [-4.39645, 3.20086, -3.45966], [-3.22697, 1.42101, -4.67448], [-2.64870, 0.09097, -4.54613], [-4.60762, 1.16143, -5.07472], [-2.55498, 2.18309, -5.92206], [-1.12734, 2.23204, -5.90985], [-2.92123, 1.42636, -7.10625], [-3.13601, 3.49368, -6.13693], [3.36501, -3.14640, -1.88946], [4.17205, -1.79900, -2.44920], [2.90376, -2.24840, -4.70345], [1.76055, -3.20964, -3.55234], [2.47136, -0.26701, -2.69293], [0.93180, -1.24769, -2.38906], [1.42684, -0.71073, -5.41043], [-0.13445, -0.34548, -4.42311], [3.19385, 0.88230, -6.05059], [4.14011, 3.52996, -6.06519], [0.89390, 4.46677, -2.79414], [5.05727, -1.94884, 0.04395], [4.75055, -0.65964, 0.27625], [4.41729, -0.15856, 1.52359], [4.39370, -1.03604, 2.59837], [4.70399, -2.37297, 2.38927], [5.02836, -2.77658, 1.10362], [4.77964, -0.01307, -0.59626], [4.18147, 0.89092, 1.65269], [4.13634, -0.68160, 3.58895], [4.69438, -3.08464, 3.20672], [5.28181, -3.81044, 0.88955], [2.41587, 0.69178, 4.26899], [1.44407, 1.57462, 3.97763], [0.53224, 2.05160, 4.90494], [0.62185, 1.59025, 6.21128], [1.61404, 0.67711, 6.54048], [2.48060, 0.26323, 5.54203], [1.41278, 1.90286, 2.94307], [-0.22950, 2.76501, 4.61428], [-0.07515, 1.93943, 6.96572], [1.71181, 0.29637, 7.54934], [3.27511, -0.44707, 5.75099], [-0.12280, -2.20655, 7.17276], [-0.67464, -2.25370, 5.94783], [-1.69291, -3.12418, 5.59375], [-2.17037, -4.00247, 6.55674], [-1.61775, -3.97720, 7.82977], [-0.60531, -3.06671, 8.08629], [-0.26535, -1.55000, 5.22924], [-2.10222, -3.11637, 4.59087], [-2.96609, -4.70015, 6.31747], [-1.96614, -4.64888, 8.60479], [-0.14386, -3.00600, 9.06707], [-7.73116, 0.78704, -9.74573], [-6.56259, 0.14220, -9.90660], [-5.57774, 0.07682, -8.93397], [-5.80697, 0.71675, -7.72375], [-7.00427, 1.39201, -7.53067], [-7.92766, 1.39632, -8.56392], [-6.42930, -0.33913, -10.87025], [-4.65492, -0.46013, -9.11769], [-5.06027, 0.68938, -6.93898], [-7.21543, 1.90256, -6.59872], [-8.87988, 1.90722, -8.46022], [4.32275, -4.81384, 4.79845], [3.23337, -5.58916, 4.65547], [3.18471, -6.92524, 5.01853], [4.32659, -7.50103, 5.55800], [5.46663, -6.72506, 5.71550], [5.41391, -5.39688, 5.32515], [2.36740, -5.09470, 4.22651], [2.27770, -7.50153, 4.88284], [4.32808, -8.54499, 5.85329], [6.37481, -7.14260, 6.13258], [6.27822, -4.74858, 5.43169], [-2.97125, 3.29241, 4.79547], [-2.99665, 2.78537, 3.54876], [-3.93598, 3.13707, 2.59272], [-4.91067, 4.06257, 2.93864], [-4.90998, 4.60066, 4.21780], [-3.92619, 4.18788, 5.10180], [-2.21645, 2.06365, 3.32688], [-3.90684, 2.69834, 1.60264], [-5.66408, 4.36209, 2.21763], [-5.65633, 5.32467, 4.52087], [-3.88193, 4.58265, 6.11202]],
  "charge": 1,
  "e_tot_ha": -3677.9543,
  "lumo_energy_ha": -0.2237,
  "orbital_gap_ev": 4.8
}

***

Record 3
{
  "formula": "C43H41FN2OP2ReS3",
  "method": "ωB97M-V/def2-TZVPD",
  "species": ["Re", "S", "P", "C", "P", "S", "C", "C", "C", "C", "C", "C", "C", "C", "C", "C", "C", "C", "C", "C", "C", "C", "C", "C", "C", "C", "C", "C", "C", "C", "H", "H", "H", "H", "H", "H", "H", "H", "H", "H", "H", "H", "H", "H", "H", "H", "H", "H", "H", "H", "C", "C", "C", "C", "C", "C", "C", "C", "C", "C", "C", "C", "N", "C", "C", "C", "C", "C", "C", "F", "H", "H", "H", "H", "H", "H", "H", "H", "H", "H", "H", "H", "H", "H", "H", "H", "H", "H", "H", "H", "H", "O", "S", "N"],
  "coordinates": [[-0.79810, -0.22738, 0.09006], [0.35870, 1.30452, 2.49956], [1.93820, 0.77832, 1.41846], [1.24390, -0.07628, 0.02946], [1.79680, 0.13852, -1.64884], [0.39650, 1.14142, -2.61014], [1.91360, -1.54738, -2.33474], [1.86840, -2.65608, -1.49984], [1.88570, -3.92738, -2.04454], [1.92670, -4.08678, -3.42004], [1.94660, -2.97968, -4.25614], [1.94400, -1.70678, -3.71594], [3.45320, 0.86512, -1.86714], [4.59460, 0.17582, -1.47284], [5.83590, 0.74672, -1.67954], [5.93970, 1.99502, -2.27234], [4.80160, 2.68112, -2.66014], [3.55670, 2.11622, -2.45874], [2.94470, 2.22392, 0.95406], [4.32610, 2.22072, 1.08756], [5.04550, 3.35032, 0.74436], [4.39200, 4.47442, 0.26756], [3.01330, 4.47362, 0.12966], [2.28670, 3.34902, 0.47136], [3.00700, -0.23458, 2.50286], [3.31280, 0.29962, 3.75286], [3.98720, -0.46628, 4.68376], [4.34560, -1.77138, 4.37586], [4.05230, -2.29838, 3.12876], [3.37520, -1.53468, 2.19266], [1.78230, -2.51678, -0.42934], [1.83690, -4.78558, -1.39194], [1.94030, -5.07988, -3.84394], [1.95560, -3.10828, -5.32974], [1.92620, -0.83338, -4.35584], [4.50610, -0.79818, -1.00984], [6.72620, 0.21682, -1.37584], [6.91200, 2.43332, -2.43124], [4.87750, 3.65382, -3.12204], [2.65370, 2.63132, -2.76064], [4.82910, 1.34102, 1.46446], [6.11890, 3.35502, 0.85976], [4.96000, 5.35702, 0.01166], [2.50450, 5.35422, -0.23304], [1.20900, 3.33952, 0.37896], [2.99310, 1.30572, 3.99396], [4.23320, -0.04448, 5.64836], [4.83960, -2.38258, 5.11736], [4.34940, -3.30678, 2.87956], [3.11990, -1.94918, 1.22766], [-3.83920, -0.83078, -3.18124], [-4.43950, -0.11238, -1.96924], [-5.82530, 0.45552, -2.29474], [-4.50510, -1.05048, -0.78154], [-5.33790, -2.15368, -0.87834], [-5.45380, -3.06488, 0.15066], [-4.72740, -2.86068, 1.30416], [-3.86120, -1.78048, 1.44906], [-3.14130, -1.69968, 2.77896], [-2.93180, -0.28118, 3.30186], [-1.82030, -2.47568, 2.72526], [-3.72890, -0.87448, 0.38176], [-2.79190, 0.19112, 0.39276], [-3.25280, 1.46162, 0.48746], [-4.56260, 1.86002, 0.81506], [-4.89010, 3.19712, 0.85696], [-3.95820, 4.18812, 0.58126], [-2.65080, 3.83762, 0.27286], [-2.34110, 2.50652, 0.25006], [-1.05460, 2.07582, -0.02114], [-3.75690, -0.13838, -4.01664], [-4.45860, -1.67088, -3.48434], [-2.84360, -1.20188, -2.94184], [-3.78370, 0.73072, -1.74324], [-6.52070, -0.33218, -2.57464], [-5.75510, 1.15922, -3.12144], [-6.23180, 0.98222, -1.43374], [-5.91870, -2.30078, -1.77364], [-6.12040, -3.91088, 0.06456], [-4.82900, -3.55388, 2.12706], [-3.79080, -2.22078, 3.49366], [-2.09550, 0.19912, 2.79746], [-2.70170, -0.32558, 4.36346], [-3.83130, 0.31882, 3.16946], [-1.08050, -1.92498, 2.13146], [-1.96730, -3.45738, 2.27536], [-1.41640, -2.59668, 3.72846], [-5.29440, 1.10092, 1.04806], [-5.90050, 3.47612, 1.10926], [-4.23950, 5.22612, 0.61906], [-1.89140, 4.57062, 0.05316], [-0.77460, -4.45708, -0.78094], [-1.62570, -3.28738, -0.98664], [-1.02260, -1.97838, -0.43124]],
  "charge": 0,
  "e_tot_ha": -3903.2999,
  "lumo_energy_ha": [-0.0678, -0.0532],
  "spin_multiplicity": 2,
  "orbital_gap_ev": [5.3, 5.6],
  "s_squared": 0.90
}

***

Record 4
{
  "formula": "C43H41GeInN8O4S",
  "method": "ωB97M-V/def2-TZVPD",
  "species": ["In", "N", "C", "N", "C", "N", "N", "C", "C", "C", "C", "C", "C", "N", "C", "C", "C", "C", "C", "C", "H", "H", "H", "H", "H", "H", "H", "H", "H", "H", "H", "O", "C", "O", "C", "C", "Ge", "C", "C", "C", "C", "C", "C", "C", "C", "C", "C", "C", "C", "C", "C", "C", "C", "C", "C", "H", "H", "H", "H", "H", "H", "H", "H", "H", "H", "H", "H", "H", "H", "H", "H", "H", "H", "H", "N", "C", "S", "C", "C", "C", "N", "C", "C", "H", "H", "H", "H", "H", "H", "N", "C", "C", "O", "O", "H", "H", "H", "H", "H"],
  "coordinates": [[-1.74226, 0.15500, -0.30922], [-3.98407, 2.16734, -3.61706], [-3.26176, 1.34084, -2.88273], [-3.03328, 1.52288, -1.60706], [-3.51962, 2.65559, -0.96728], [-3.17171, 2.96255, 0.24810], [-2.29211, 2.03896, 0.76702], [-1.73339, 2.28306, 1.87695], [-0.78192, 1.28036, 2.40638], [-0.11511, 1.48898, 3.59232], [0.79072, 0.52746, 4.02913], [0.98674, -0.61040, 3.27113], [0.26204, -0.76061, 2.10020], [-0.59978, 0.16365, 1.67255], [-4.41386, 3.53913, -1.70388], [-5.04493, 4.63998, -1.11572], [-5.84640, 5.45931, -1.87767], [-6.02108, 5.19997, -3.24100], [-5.40992, 4.11842, -3.83779], [-4.61423, 3.28922, -3.05680], [-4.09584, 1.97984, -4.60253], [-2.83820, 0.46800, -3.36478], [-1.93182, 3.20298, 2.41968], [-0.28982, 2.39616, 4.15653], [1.34359, 0.67433, 4.94599], [1.69889, -1.36805, 3.56663], [0.37221, -1.63607, 1.47964], [-4.88477, 4.82933, -0.06356], [-6.34035, 6.30796, -1.42483], [-6.64175, 5.85483, -3.83799], [-5.54525, 3.91594, -4.89350], [1.58503, 0.06216, -2.87478], [0.83856, 0.64492, -2.12948], [-0.34900, 0.12490, -1.78488], [1.22061, 1.97660, -1.51711], [1.97125, 1.81118, -0.18901], [3.54229, 0.62904, -0.14103], [4.94236, 1.38634, -1.23119], [5.78436, 2.36222, -0.69451], [6.78070, 2.93947, -1.47066], [6.94634, 2.54356, -2.79102], [6.11380, 1.57577, -3.33726], [5.11401, 1.00133, -2.56283], [4.06592, 0.68245, 1.74188], [4.78855, -0.37430, 2.30256], [5.21746, -0.32831, 3.62341], [4.93609, 0.78240, 4.40829], [4.22387, 1.84457, 3.86824], [3.79032, 1.79025, 2.54751], [3.27545, -1.24882, -0.56907], [4.36494, -2.00275, -1.00609], [4.24369, -3.36925, -1.23808], [3.02880, -4.00541, -1.03702], [1.93567, -3.26258, -0.60944], [2.05854, -1.90035, -0.38203], [0.33095, 2.59363, -1.35740], [1.85737, 2.47490, -2.24721], [1.29329, 1.48455, 0.60580], [2.35732, 2.78540, 0.11624], [5.67653, 2.66644, 0.34149], [7.43391, 3.68974, -1.04354], [7.72423, 2.99174, -3.39579], [6.24502, 1.26673, -4.36701], [4.45367, 0.26122, -3.00379], [5.01983, -1.24934, 1.70473], [5.78482, -1.15312, 4.03684], [5.28502, 0.82633, 5.43226], [4.02193, 2.72239, 4.47022], [3.24573, 2.63766, 2.14361], [5.32520, -1.52435, -1.16696], [5.10153, -3.93682, -1.57420], [2.93683, -5.06961, -1.21461], [0.98012, -3.75621, -0.45459], [1.18390, -1.33175, -0.09205], [-5.14570, -5.20297, 3.01267], [-4.50519, -4.85238, 1.90347], [-3.85992, -5.91115, 0.80695], [-4.34707, -3.39000, 1.67618], [-3.65769, -2.59071, 2.57988], [-3.32956, -1.30292, 2.19532], [-3.67107, -0.79540, 1.00530], [-4.47086, -1.52555, 0.21652], [-4.81959, -2.82569, 0.49994], [-5.26502, -6.18235, 3.22520], [-5.60193, -4.52580, 3.60286], [-3.30940, -2.97955, 3.52852], [-2.74043, -0.67415, 2.85025], [-4.78787, -1.06480, -0.70874], [-5.41634, -3.40216, -0.19484], [-1.59944, -4.71791, -0.82938], [-2.14107, -3.72280, -1.81316], [-2.07729, -2.34941, -1.19279], [-2.70116, -1.41007, -1.72776], [-1.40562, -2.20705, -0.13334], [-2.34407, -5.06643, -0.22361], [-0.94344, -4.21226, -0.21758], [-1.13092, -5.50754, -1.27291], [-3.16656, -3.98460, -2.05783], [-1.54055, -3.72821, -2.72043]],
  "charge": 2,
  "e_tot_ha": -5067.0972,
  "lumo_energy_ha": -0.2171,
  "orbital_gap_ev": 6.3
}

***

Among the records above, which one has the lowest charge?
C43H41FN2OP2ReS3

***

Among the records above, which one has the lowest charge?
C43H41FN2OP2ReS3